Entry 1:
Here is a structure of composition CHF3FeO in a non-equilibrium geometry from OMol25. Energies are from ωB97M-V/def2-TZVPD.

Element x y z (Å)
C (1.381, 0.630, 0.290)
F (2.295, 0.643, -0.780)
F (2.179, 0.076, 1.308)
F (1.392, 1.989, 0.658)
H (-1.165, -0.572, -0.183)
Fe (-3.634, -1.724, -0.667)
O (-2.063, -0.981, -0.356)

Output
Charge = -1
E = -1677.16900 a.u.
2S+1 = 6
Kohn-Sham gap (spin up / spin down) = 0.2237 / 0.1854 Ha
Energy above the lowest of the compared OMol25 structures with the same formula, charge and spin = 0.1543 eV
Highest occupied orbital energy (spin up / spin down) = -3.031 / -3.032 eV

Entry 2:
Here is a structure of composition C40H35N11O2Ti in a non-equilibrium geometry from OMol25. Energies are from ωB97M-V/def2-TZVPD.

Element x y z (Å)
Ti (1.246, -0.529, 0.493)
N (2.835, 1.224, 0.155)
C (2.865, 1.775, 1.474)
C (3.361, 3.083, 1.638)
C (3.377, 3.696, 2.912)
C (2.788, 3.058, 3.979)
C (2.185, 1.812, 3.785)
C (1.626, 1.122, 4.908)
C (1.031, -0.078, 4.827)
C (0.992, -0.776, 3.515)
N (1.496, -0.022, 2.368)
C (2.233, 1.119, 2.547)
H (3.644, 0.682, -0.161)
H (2.559, 1.864, -0.586)
H (3.675, 3.602, 0.709)
H (3.802, 4.683, 2.987)
H (2.812, 3.431, 5.014)
H (1.558, 1.672, 5.881)
H (0.593, -0.566, 5.693)
H (-0.021, -1.145, 3.227)
C (-4.160, 0.233, 0.540)
C (-3.312, 0.602, 1.589)
C (-2.092, -0.059, 1.825)
C (-1.741, -1.162, 1.028)
C (-2.615, -1.577, -0.010)
C (-3.799, -0.897, -0.265)
N (-0.492, -1.819, 1.188)
N (-0.671, -3.096, 0.856)
C (-0.133, -4.086, 1.699)
C (-0.805, -5.313, 1.552)
C (-0.441, -6.444, 2.297)
C (0.629, -6.369, 3.208)
C (1.321, -5.169, 3.341)
C (0.986, -4.032, 2.590)
H (-5.116, 0.704, 0.395)
H (-3.605, 1.389, 2.257)
H (-1.479, 0.320, 2.661)
H (-2.290, -2.416, -0.619)
H (-4.474, -1.169, -1.079)
H (-1.622, -5.329, 0.835)
H (-0.979, -7.385, 2.218)
H (0.924, -7.224, 3.799)
H (2.111, -5.089, 4.087)
N (4.773, -2.667, 0.155)
C (3.613, -2.390, 0.738)
O (2.804, -1.613, 0.095)
C (3.231, -3.093, 1.918)
C (4.085, -4.032, 2.513)
N (4.764, -4.787, 3.100)
C (1.917, -2.881, 2.668)
N (1.793, -1.982, 3.544)
H (5.481, -3.165, 0.653)
H (5.011, -2.157, -0.686)
N (-2.468, 4.008, -4.007)
C (-3.005, 5.257, -4.407)
C (-3.611, 5.747, -5.550)
C (-3.995, 7.109, -5.522)
C (-3.770, 7.915, -4.384)
C (-3.167, 7.388, -3.224)
C (-2.755, 6.082, -3.238)
N (-2.188, 5.318, -2.227)
C (-1.966, 4.138, -2.732)
C (-1.257, 3.076, -2.071)
C (-0.635, 2.049, -2.771)
C (0.020, 1.056, -2.100)
N (0.120, 0.983, -0.748)
C (-0.478, 1.988, -0.082)
C (-1.077, 3.096, -0.680)
H (-2.453, 3.117, -4.493)
H (-3.720, 5.141, -6.441)
H (-4.493, 7.527, -6.380)
H (-4.088, 8.943, -4.412)
H (-3.075, 7.970, -2.303)
H (-0.626, 2.067, -3.867)
H (0.555, 0.287, -2.642)
H (-0.548, 1.890, 0.994)
H (-1.403, 3.913, -0.070)
C (-0.826, -2.761, -3.454)
N (0.199, -3.356, -2.577)
C (0.590, -4.743, -2.862)
C (0.854, -2.698, -1.607)
O (0.721, -1.459, -1.364)
H (-1.699, -3.433, -3.416)
H (-0.414, -2.771, -4.468)
H (-1.094, -1.742, -3.146)
H (-0.295, -5.350, -2.916)
H (1.258, -5.119, -2.093)
H (1.061, -4.831, -3.834)
H (1.456, -3.356, -0.966)

Output
Charge = +1
E = -3147.31544 a.u.
2S+1 = 2
Kohn-Sham gap (spin up / spin down) = 0.1965 / 0.1979 Ha
Energy above the lowest of the compared OMol25 structures with the same formula, charge and spin = 2.3999 eV
Highest occupied orbital energy (spin up / spin down) = -9.604 / -9.656 eV

Entry 3:
Here is the molecule C14H12Cl3FN2O4S2 in a non-equilibrium geometry from OMol25. Energies are from ωB97M-V/def2-TZVPD.

Element x y z (Å)
N (1.761, 2.623, 1.676)
S (1.836, 0.982, 1.441)
O (3.230, 0.670, 1.101)
O (1.427, 0.370, 2.730)
C (0.776, 0.605, 0.043)
C (-0.338, 1.424, -0.194)
C (-1.169, 1.222, -1.312)
Cl (-2.459, 2.323, -1.526)
C (-0.891, 0.259, -2.240)
F (-1.580, 0.176, -3.396)
C (0.235, -0.528, -2.022)
C (1.056, -0.401, -0.897)
N (2.195, -1.132, -0.811)
S (2.276, -2.805, -0.776)
O (1.421, -3.374, -1.832)
O (3.684, -3.123, -1.017)
C (1.737, -3.271, 0.895)
C (0.263, -3.765, 1.036)
C (-0.749, -2.648, 0.938)
C (-1.655, -2.590, -0.145)
C (-2.684, -1.648, -0.141)
C (-2.820, -0.726, 0.886)
Cl (-4.131, 0.440, 0.870)
C (-1.933, -0.753, 1.948)
Cl (-2.107, 0.295, 3.360)
C (-0.919, -1.732, 1.994)
H (1.568, 2.738, 2.680)
H (2.659, 2.993, 1.411)
H (-0.595, 2.197, 0.486)
H (0.456, -1.241, -2.796)
H (2.936, -0.742, -0.223)
H (2.373, -4.074, 1.209)
H (1.896, -2.456, 1.561)
H (0.075, -4.526, 0.270)
H (0.081, -4.228, 1.984)
H (-1.490, -3.250, -0.993)
H (-3.414, -1.500, -0.936)
H (-0.315, -1.782, 2.914)

Output
Charge = 0
SMILES = NS(=O)(=O)c1cc(Cl)c(F)cc1NS(=O)(=O)CCc1ccc(Cl)c(Cl)c1
E = -3227.95932 a.u.
Kohn-Sham gap = 0.3269 Ha
Highest occupied orbital energy = -9.135 eV

Entry 4:
Here is a structure of composition C18H18BIN2O2Pt in a non-equilibrium geometry from OMol25. Energies are from ωB97M-V/def2-TZVPD.

Element x y z (Å)
C (1.139, -2.466, 2.704)
C (-0.930, -1.036, 3.317)
H (0.659, -3.457, 2.495)
H (1.009, -2.370, 3.824)
H (2.175, -2.123, 2.749)
H (-1.937, -0.998, 2.939)
H (-0.996, -1.907, 4.006)
H (-0.448, -0.265, 3.960)
C (1.106, -2.977, -1.504)
C (1.116, -3.107, -2.908)
C (0.004, -2.646, -3.622)
C (-1.015, -2.022, -2.909)
H (1.901, -3.494, -0.964)
H (1.966, -3.566, -3.411)
H (-0.100, -2.758, -4.705)
H (-1.935, -1.671, -3.380)
N (0.221, -2.221, -0.839)
C (-0.835, -1.728, -1.529)
C (-1.743, -0.838, -0.799)
N (-1.388, -0.367, 0.431)
C (-2.128, 0.581, 1.045)
C (-3.821, 0.454, -0.654)
C (-3.370, 0.948, 0.559)
H (-1.803, 0.857, 2.041)
H (-3.983, 1.573, 1.188)
C (-2.981, -0.432, -1.314)
H (-3.274, -0.819, -2.270)
H (-4.763, 0.775, -1.095)
Pt (0.008, -1.217, 1.651)
I (3.305, -0.885, 0.269)
O (1.093, 0.796, -0.430)
B (1.608, 0.375, 0.931)
O (1.946, 1.528, 1.831)
C (1.874, 2.518, 0.910)
C (2.447, 3.772, 1.013)
C (2.291, 4.646, -0.089)
C (1.537, 4.270, -1.227)
C (1.083, 2.954, -1.420)
C (1.293, 2.106, -0.350)
H (3.008, 4.017, 1.921)
H (2.773, 5.637, -0.031)
H (1.295, 4.999, -2.010)
H (0.593, 2.562, -2.327)

Output
Charge = +2
E = -1397.80291 a.u.
2S+1 = 5
Kohn-Sham gap (spin up / spin down) = 0.2433 / 0.1732 Ha
Highest occupied orbital energy (spin up / spin down) = -12.959 / -15.091 eV

Entry 5:
Here is a structure of composition C3H5P in a non-equilibrium geometry from OMol25. Energies are from ωB97M-V/def2-TZVPD.

Element x y z (Å)
C (-0.664, -0.577, -1.236)
C (0.211, -0.084, -0.399)
C (0.953, 0.254, 1.470)
P (-1.953, -1.090, -2.088)
H (1.014, 0.376, -0.888)
H (1.923, 0.133, 0.997)
H (0.725, 1.353, 1.813)
H (0.420, -0.464, 2.114)
H (-2.628, 0.098, -1.783)

Output
Charge = 0
E = -458.48020 a.u.
Kohn-Sham gap = 0.3150 Ha
Energy above the lowest of the compared OMol25 structures with the same formula, charge and spin = 2.7564 eV
Highest occupied orbital energy = -8.743 eV

Entry 6:
Here is the molecule C5H12S4 in a non-equilibrium geometry from OMol25. Energies are from ωB97M-V/def2-TZVPD.

Element x y z (Å)
C (0.359, 0.527, 1.776)
C (0.256, 0.241, 0.295)
C (0.673, 1.401, -0.513)
C (1.103, -1.034, -0.088)
S (2.945, -0.585, -0.362)
C (-1.245, -0.209, -0.096)
S (-1.354, -0.230, -1.893)
S (-1.849, -1.830, 0.540)
S (-2.377, 0.986, 0.584)
H (-0.181, 1.490, 1.931)
H (-0.144, -0.364, 2.298)
H (1.415, 0.441, 1.911)
H (0.802, 0.956, -1.584)
H (-0.070, 2.289, -0.574)
H (1.738, 1.713, -0.147)
H (1.065, -1.779, 0.643)
H (0.838, -1.422, -1.032)
H (2.509, -0.141, -1.456)
H (-2.447, -0.830, -1.933)
H (-0.675, -2.645, 0.220)
H (-3.361, 1.024, -0.522)

Output
Charge = 0
SMILES = CC(C)(CS)C(S)(S)S
E = -1790.37801 a.u.
Kohn-Sham gap = 0.3416 Ha
Energy above the lowest of the compared OMol25 structures with the same formula, charge and spin = 2.1661 eV
Highest occupied orbital energy = -8.932 eV

Entry 7:
Here is a structure of composition C61H60O4P2Pd in a non-equilibrium geometry from OMol25. Energies are from ωB97M-V/def2-TZVPD.

Element x y z (Å)
C (0.849, -9.360, 2.732)
C (1.171, -7.969, 3.192)
O (2.291, -7.526, 2.419)
C (2.601, -6.245, 2.695)
C (3.755, -5.731, 1.987)
C (4.315, -4.392, 2.388)
C (4.940, -4.420, 3.790)
C (3.217, -3.336, 2.315)
C (4.610, -6.695, 1.299)
O (4.351, -7.833, 0.929)
O (5.838, -6.137, 1.111)
C (6.798, -6.939, 0.375)
C (7.356, -8.093, 1.160)
O (1.939, -5.597, 3.513)
H (-0.002, -9.733, 3.302)
H (0.578, -9.373, 1.674)
H (1.685, -10.046, 2.882)
H (0.317, -7.302, 3.019)
H (1.429, -7.956, 4.261)
H (5.102, -4.172, 1.654)
H (5.776, -5.131, 3.813)
H (5.312, -3.418, 4.036)
H (4.175, -4.719, 4.518)
H (2.808, -3.313, 1.297)
H (2.426, -3.625, 3.020)
H (3.624, -2.348, 2.566)
H (6.304, -7.320, -0.525)
H (7.569, -6.216, 0.102)
H (8.068, -8.629, 0.536)
H (7.874, -7.760, 2.060)
H (6.548, -8.775, 1.422)
C (-6.795, 2.764, -1.207)
C (-5.894, 2.789, -2.275)
C (-4.776, 1.956, -2.277)
C (-4.499, 1.118, -1.176)
C (-3.220, 0.365, -1.114)
C (-2.736, -0.226, 0.093)
C (-1.509, -0.957, 0.253)
C (-0.905, -1.818, -0.700)
C (0.427, -2.262, -0.454)
C (1.084, -3.078, -1.357)
C (0.471, -3.424, -2.567)
C (-0.819, -2.968, -2.848)
C (-1.520, -2.205, -1.919)
Pd (-1.503, 1.586, -0.512)
P (-1.842, 3.102, 1.109)
C (-3.034, 2.490, 2.335)
C (-4.358, 2.953, 2.367)
C (-5.287, 2.350, 3.215)
C (-4.909, 1.273, 4.022)
C (-3.587, 0.820, 4.006)
C (-2.648, 1.430, 3.175)
C (-0.405, 3.605, 2.089)
C (-0.573, 4.230, 3.337)
C (0.547, 4.564, 4.102)
C (1.832, 4.244, 3.648)
C (2.000, 3.613, 2.409)
C (0.887, 3.313, 1.624)
C (-2.623, 4.571, 0.397)
C (-2.810, 5.733, 1.158)
C (-3.433, 6.842, 0.583)
C (-3.849, 6.806, -0.755)
C (-3.657, 5.649, -1.514)
C (-3.054, 4.537, -0.938)
P (0.128, 2.039, -2.054)
C (-0.680, 1.944, -3.678)
C (-0.815, 3.055, -4.529)
C (-1.520, 2.931, -5.728)
C (-2.077, 1.705, -6.098)
C (-1.931, 0.590, -5.263)
C (-1.230, 0.709, -4.063)
C (0.935, 3.668, -1.982)
C (2.330, 3.826, -1.886)
C (2.884, 5.104, -1.787)
C (2.062, 6.235, -1.787)
C (0.673, 6.086, -1.881)
C (0.121, 4.812, -1.990)
C (1.508, 0.859, -2.157)
C (1.877, 0.230, -3.360)
C (2.978, -0.627, -3.392)
C (3.742, -0.841, -2.243)
C (3.372, -0.231, -1.041)
C (2.242, 0.584, -0.988)
C (-5.467, 1.025, -0.154)
C (-6.582, 1.866, -0.158)
H (-7.662, 3.424, -1.202)
H (-6.060, 3.471, -3.111)
H (-4.079, 1.969, -3.120)
H (-2.839, 0.020, -2.077)
H (-3.354, -0.093, 0.981)
H (-1.019, -0.887, 1.230)
H (0.934, -1.900, 0.447)
H (2.084, -3.441, -1.124)
H (0.994, -4.049, -3.283)
H (-1.301, -3.229, -3.789)
H (-2.550, -1.900, -2.117)
H (-4.665, 3.774, 1.719)
H (-6.315, 2.714, 3.229)
H (-5.649, 0.784, 4.659)
H (-3.283, -0.014, 4.640)
H (-1.614, 1.077, 3.161)
H (-1.575, 4.441, 3.715)
H (0.414, 5.069, 5.059)
H (2.704, 4.481, 4.259)
H (2.997, 3.353, 2.051)
H (1.007, 2.841, 0.645)
H (-2.466, 5.766, 2.192)
H (-3.590, 7.740, 1.179)
H (-4.317, 7.679, -1.211)
H (-3.972, 5.606, -2.558)
H (-2.887, 3.629, -1.533)
H (-0.350, 4.005, -4.268)
H (-1.625, 3.800, -6.379)
H (-2.621, 1.611, -7.041)
H (-2.352, -0.375, -5.547)
H (-1.099, -0.166, -3.417)
H (2.981, 2.952, -1.904)
H (3.967, 5.214, -1.714)
H (2.501, 7.232, -1.719)
H (0.019, 6.960, -1.881)
H (-0.960, 4.702, -2.093)
H (1.310, 0.409, -4.271)
H (3.236, -1.134, -4.323)
H (4.617, -1.495, -2.280)
H (3.959, -0.404, -0.135)
H (1.919, 1.003, -0.033)
H (-5.329, 0.312, 0.659)
H (-7.289, 1.822, 0.672)

Output
Charge = 0
E = -3471.93914 a.u.
Kohn-Sham gap = 0.0660 Ha
Highest occupied orbital energy = -4.745 eV

Entry 8:
Here is the molecule C2H6P2 in a non-equilibrium geometry from OMol25. Energies are from ωB97M-V/def2-TZVPD.

Element x y z (Å)
C (1.864, -0.709, -0.990)
C (1.255, 0.147, -0.106)
P (-0.361, 0.854, -0.052)
P (-2.298, -0.124, 0.582)
H (1.455, -0.992, -1.971)
H (2.864, -0.927, -0.711)
H (1.723, 0.382, 0.795)
H (-0.158, 1.253, 1.170)
H (-2.336, -1.353, -0.190)
H (-3.252, 0.440, -0.355)

Output
Charge = 0
SMILES = C=C[PH]#[PH2]
E = -762.40794 a.u.
Kohn-Sham gap = 0.3029 Ha
Energy above the lowest of the compared OMol25 structures with the same formula, charge and spin = 0.9165 eV
Highest occupied orbital energy = -8.058 eV

Entry 9:
Here is a structure of composition C8H22ClN2O2Ti2 in a non-equilibrium geometry from OMol25. Energies are from ωB97M-V/def2-TZVPD.

Element x y z (Å)
Ti (-3.474, -2.279, -2.028)
Ti (-4.960, 1.762, -0.307)
Cl (-3.329, 0.595, -1.913)
C (0.080, 2.389, -0.576)
C (0.681, 2.171, -1.965)
C (1.142, 0.695, -2.189)
O (2.157, 0.397, -1.310)
C (2.778, -0.856, -1.555)
N (-0.324, 2.532, -2.953)
H (-0.711, 1.668, -0.367)
H (-0.420, 3.354, -0.494)
H (0.765, 2.188, 0.247)
H (1.467, 2.924, -2.026)
H (1.439, 0.641, -3.237)
H (0.349, -0.044, -2.083)
H (2.127, -1.699, -1.322)
H (3.550, -0.951, -0.792)
H (3.310, -0.966, -2.499)
H (-0.719, 3.438, -2.747)
H (-1.079, 1.868, -2.857)
C (-1.791, -1.951, 2.829)
C (-1.287, -1.054, 1.683)
C (0.232, -1.170, 1.480)
O (0.912, -0.931, 2.703)
C (2.328, -0.725, 2.483)
N (-2.077, -1.300, 0.544)
H (-2.865, -1.793, 2.923)
H (-1.399, -1.574, 3.774)
H (-1.487, -2.984, 2.661)
H (-1.483, -0.022, 1.976)
H (0.561, -0.482, 0.701)
H (0.454, -2.164, 1.093)
H (2.758, -1.596, 1.988)
H (2.766, -0.466, 3.447)
H (2.615, 0.157, 1.912)
H (-3.029, -1.251, 0.877)
H (-2.035, -0.519, -0.096)

Output
Charge = 0
E = -2736.80876 a.u.
2S+1 = 8
Kohn-Sham gap (spin up / spin down) = 0.1262 / 0.2968 Ha
Energy above the lowest of the compared OMol25 structures with the same formula, charge and spin = 0.0000 eV
Highest occupied orbital energy (spin up / spin down) = -4.624 / -9.069 eV

Entry 10:
Here is a structure of composition C19H18BF4N2O4Pt from OMol25. Energies are from ωB97M-V/def2-TZVPD.

Element x y z (Å)
Pt (-0.842, -0.146, -2.291)
N (-1.798, -2.969, -2.231)
C (-0.449, -3.385, -1.903)
C (0.689, -2.669, -2.652)
O (1.680, -3.333, -2.908)
O (0.594, -1.408, -2.943)
H (-2.443, -3.090, -1.466)
H (-2.166, -3.413, -3.059)
H (-0.253, -4.450, -2.057)
H (-0.269, -3.181, -0.844)
N (-1.138, 0.383, -4.301)
C (-1.923, 1.635, -4.322)
C (-2.748, 1.825, -3.056)
O (-3.724, 2.547, -3.066)
O (-2.291, 1.225, -1.992)
H (-0.198, 0.578, -4.655)
H (-1.560, -0.366, -4.837)
H (-2.559, 1.716, -5.200)
H (-1.203, 2.454, -4.338)
C (-0.413, -0.307, -0.490)
C (-0.127, -0.410, 0.723)
C (0.234, -0.144, 1.989)
C (1.060, 1.048, 2.246)
C (1.094, 1.654, 3.507)
C (1.814, 2.819, 3.701)
C (2.504, 3.395, 2.642)
C (2.463, 2.813, 1.382)
C (1.744, 1.650, 1.180)
C (-0.205, -1.043, 3.076)
C (0.658, -1.416, 4.107)
C (0.236, -2.308, 5.081)
C (-1.052, -2.821, 5.044)
C (-1.915, -2.457, 4.018)
C (-1.490, -1.585, 3.031)
H (0.524, 1.234, 4.325)
H (1.823, 3.290, 4.676)
H (3.061, 4.311, 2.795)
H (2.974, 3.268, 0.544)
H (1.695, 1.216, 0.189)
H (1.668, -1.030, 4.125)
H (0.918, -2.606, 5.867)
H (-1.382, -3.511, 5.809)
H (-2.920, -2.858, 3.985)
H (-2.148, -1.301, 2.219)
F (1.520, 2.118, -2.290)
B (1.976, 2.636, -3.518)
F (1.854, 4.031, -3.522)
F (1.140, 2.110, -4.568)
F (3.294, 2.249, -3.753)

Output
Charge = -1
E = -1689.21674 a.u.
Kohn-Sham gap = 0.2235 Ha
Energy above the lowest of the compared OMol25 structures with the same formula, charge and spin = 0.4959 eV
Highest occupied orbital energy = -5.866 eV